Formula: C3H7NO2
Source: the Open Molecules 2025 dataset
Level of theory: ωB97M-V/def2-TZVPD

Output
**Orbital gap**: 10.7 eV
**HOMO energy**: -9.998 eV
**DFT total energy**: -8809.621 eV
**Energy above the lowest of the compared OMol25 structures with the same formula, charge and spin**: 87.6 kJ/mol
**SMILES**: O=CNCCO

Each line ends with the Löwdin charge.
Atoms and positions in Å:
O  -0.4503  1.7696  0.8860  0.007
C  -0.6537  0.7165  1.4724  -0.331
N  -0.3518  -0.5299  1.0514  0.029
C  0.3409  -0.9387  -0.1732  -0.155
C  0.1911  0.0063  -1.3668  -0.277
O  1.0111  1.1370  -1.2956  -0.073
H  -1.1525  0.7045  2.4577  0.133
H  -0.5452  -1.2662  1.7139  0.129
H  1.4121  -1.0673  0.0252  0.125
H  -0.0737  -1.9170  -0.4432  0.119
H  0.5070  -0.5559  -2.2529  0.118
H  -0.8718  0.2648  -1.5005  0.125
H  0.6369  1.6762  -0.5744  0.050